Entry w
ORCA calculation (ωB97M-V/def2-TZVPD) on 2 unconnected molecules or ions with the total composition C5H13N2S.

As for the LUMO energy: 3.9 eV. As for the charge: -1. Its multiplicity is 1. The value obtained for the orbital gap is 6.53 eV.

The geometry in XYZ format:
```
21
Properties=species:S:1:pos:R:3:nbo_charge:R:1
C -1.006 2.244 2.604 -0.58
C -1.564 1.314 1.824 0.04
N -2.232 0.190 2.265 -0.62
C -2.358 -0.972 1.395 -0.40
H -0.901 2.149 3.678 0.17
H -0.510 3.067 2.109 0.20
H -1.495 1.404 0.746 0.23
H -1.982 -0.056 3.212 0.35
H -3.244 -1.538 1.698 0.17
H -2.492 -0.640 0.370 0.23
H -1.481 -1.620 1.403 0.19
C 2.464 -1.222 -2.012 -0.23
C 1.765 -0.740 -0.740 -0.53
S 0.061 -0.152 -1.070 -0.74
N 2.540 -0.216 -3.073 -0.86
H 1.907 -2.080 -2.396 0.17
H 3.484 -1.557 -1.782 0.15
H 2.349 0.067 -0.284 0.17
H 1.722 -1.567 -0.024 0.17
H 3.167 0.522 -2.770 0.33
H 1.606 0.196 -3.107 0.38
```

Entry x
ORCA calculation (ωB97M-V/def2-TZVPD) on a gas-phase ion, C5H13N2S (charge -1).

As for the LUMO energy: 3.6 eV. As for the charge: -1. Its multiplicity is 1. The value obtained for the orbital gap is 6.13 eV. As for the structure (SMILES): CCNC[C@@H](N)C[S-].

The geometry in XYZ format:
```
21
Properties=species:S:1:pos:R:3:nbo_charge:R:1
N -1.187 -0.185 1.102 -0.87
C 0.059 -0.888 0.768 -0.09
C 0.171 -2.318 1.341 -0.54
S -0.604 -2.579 2.974 -0.73
C 0.224 -0.924 -0.761 -0.21
N 0.675 0.271 -1.441 -0.64
C -0.238 1.426 -1.394 -0.23
C 0.365 2.635 -0.676 -0.62
H -1.956 -0.834 0.940 0.35
H -1.218 -0.101 2.117 0.38
H 0.855 -0.260 1.174 0.16
H -0.267 -3.022 0.632 0.17
H 1.242 -2.549 1.420 0.18
H -0.713 -1.237 -1.228 0.18
H 0.912 -1.742 -0.991 0.19
H 1.594 0.544 -1.125 0.34
H -1.174 1.128 -0.934 0.23
H -0.404 1.734 -2.434 0.15
H 0.018 2.726 0.356 0.22
H 0.180 3.577 -1.214 0.19
H 1.467 2.598 -0.626 0.19
```

Entry y
ORCA calculation (ωB97M-V/def2-TZVPD) on a gas-phase ion, C5H13N2S (charge -1).

As for the LUMO energy: 3.6 eV. As for the charge: -1. Its multiplicity is 1. The value obtained for the orbital gap is 5.92 eV. As for the structure (SMILES): C[C@@H](C[S-])NCCN.

The geometry in XYZ format:
```
21
Properties=species:S:1:pos:R:3:nbo_charge:R:1
C -0.546 -0.142 -1.278 -0.24
N 0.560 0.216 -0.392 -0.66
C 0.832 -0.764 0.737 -0.05
C -0.080 -0.555 1.911 -0.54
S -0.158 -2.037 2.969 -0.73
C 2.323 -0.617 1.080 -0.63
C -1.782 0.731 -1.026 -0.23
N -1.879 1.887 -1.930 -0.86
H -0.779 -1.198 -1.157 0.18
H -0.192 0.051 -2.293 0.17
H 1.409 0.390 -0.906 0.34
H 0.674 -1.732 0.247 0.17
H -1.092 -0.238 1.625 0.18
H 0.255 0.313 2.503 0.18
H 2.444 0.107 1.879 0.21
H 2.618 -1.536 1.611 0.24
H 2.894 -0.502 0.157 0.18
H -2.703 0.180 -1.207 0.17
H -1.737 1.123 -0.016 0.21
H -1.735 1.657 -2.900 0.34
H -1.326 2.668 -1.614 0.36
```

What should be chosen as the least stable of them? Choose entry w.

Entry w
ORCA calculation (ωB97M-V/def2-TZVPD) on C3H7NS in the gas phase.

As for the LUMO energy: 0.8 eV. Its multiplicity is 1. The value obtained for the orbital gap is 8.95 eV. As for the structure (SMILES): CN(C)C=S.

The geometry in XYZ format:
```
12
Properties=species:S:1:pos:R:3:nbo_charge:R:1
C 1.011 0.142 1.201 -0.41
C 0.390 2.153 -0.353 -0.41
C -0.403 -0.122 -0.687 -0.05
H 1.648 0.893 1.645 0.19
H 0.234 -0.055 1.933 0.22
H 1.574 -0.721 1.015 0.23
H -0.457 2.676 0.205 0.20
H 1.312 2.597 -0.018 0.21
H 0.312 2.275 -1.456 0.22
H -0.919 0.399 -1.474 0.18
N 0.376 0.749 -0.025 -0.39
S -0.770 -1.647 -0.165 -0.19
```

Entry x
ORCA calculation (ωB97M-V/def2-TZVPD) on C3H7NS in the gas phase.

As for the LUMO energy: 0.8 eV. Its multiplicity is 1. The value obtained for the orbital gap is 9.94 eV. As for the structure (SMILES): [H]/N=C(/C)SC.

The geometry in XYZ format:
```
12
Properties=species:S:1:pos:R:3:nbo_charge:R:1
C -0.696 -0.004 -0.005 0.17
C -1.903 0.870 -0.001 -0.68
C 2.087 -0.337 -0.002 -0.75
N -0.796 -1.246 -0.004 -0.66
S 0.817 0.961 -0.001 0.19
H -1.952 1.416 0.940 0.23
H -2.793 0.259 -0.114 0.24
H -1.842 1.597 -0.809 0.23
H 3.044 0.173 -0.005 0.24
H 1.989 -0.945 -0.898 0.22
H 1.994 -0.942 0.897 0.22
H 0.052 -1.801 0.002 0.34
```

Entry y
ORCA calculation (ωB97M-V/def2-TZVPD) on 2 unconnected molecules or ions with the total composition C3H7NS.

As for the LUMO energy: -0.8 eV. Its multiplicity is 1. The value obtained for the orbital gap is 8.22 eV.

The geometry in XYZ format:
```
12
Properties=species:S:1:pos:R:3:nbo_charge:R:1
C -0.038 0.067 0.700 -0.29
C 0.932 -0.982 -0.034 -0.20
C 0.940 1.152 -0.185 -0.27
H -2.638 0.069 1.509 0.12
H -0.065 0.146 1.798 0.24
H 0.496 -1.112 -1.132 0.14
H 1.371 -2.066 0.435 0.19
H 2.655 -0.521 -0.796 0.33
H 0.375 1.356 -1.207 0.22
H 1.429 1.905 0.568 0.24
N 1.877 -0.053 0.006 -0.62
S -1.735 -0.052 -0.257 -0.11
```

What should be chosen as the least stable of them? Choose entry y.

Entry w
ORCA calculation (ωB97M-V/def2-TZVPD) on C20H33N5O2 in the gas phase.

As for the LUMO energy: 0.9 eV. Its multiplicity is 1. The value obtained for the orbital gap is 8.82 eV. As for the structure (SMILES): Cc1cc(C)n(CCNC(=O)C[C@@H]2C(=O)NCCN2CC2CCCCC2)n1.

The geometry in XYZ format:
```
60
Properties=species:S:1:pos:R:3:nbo_charge:R:1
C -2.012 -3.795 -0.205 -0.64
C -2.812 -2.552 -0.020 0.14
N -2.962 -1.669 -0.995 -0.32
N -3.752 -0.696 -0.517 -0.18
C -4.122 -0.944 0.761 0.19
C -3.523 -2.135 1.116 -0.36
H -3.588 -2.635 2.061 0.22
C -4.979 -0.049 1.577 -0.66
H -4.409 0.826 1.891 0.26
H -5.855 0.279 1.018 0.22
H -5.309 -0.580 2.467 0.23
C -4.235 0.295 -1.442 -0.22
H -5.306 0.130 -1.616 0.20
H -3.697 0.110 -2.375 0.24
C -4.046 1.760 -1.024 -0.24
N -2.676 2.200 -1.009 -0.63
C -1.998 2.420 0.139 0.68
O -2.505 2.279 1.238 -0.66
C -0.586 2.943 -0.073 -0.49
H -0.600 3.620 -0.928 0.23
H -0.290 3.490 0.822 0.25
C 0.494 1.844 -0.329 -0.12
N 1.040 1.380 0.918 -0.47
C 0.242 0.362 1.549 -0.23
C 0.000 -0.849 0.641 -0.23
N -0.403 -0.411 -0.675 -0.62
C -0.161 0.786 -1.214 0.68
O -0.521 1.065 -2.352 -0.69
H -0.995 -1.038 -1.217 0.44
H 0.906 -1.462 0.552 0.18
H -0.795 -1.472 1.058 0.22
H -0.725 0.805 1.806 0.23
H 0.729 0.044 2.472 0.21
C 2.467 1.371 1.112 -0.18
H 2.636 1.422 2.194 0.19
C 3.290 0.184 0.565 -0.24
C 4.744 0.329 1.022 -0.40
C 5.591 -0.842 0.533 -0.39
C 5.536 -0.944 -0.988 -0.40
C 4.091 -1.086 -1.453 -0.39
C 3.247 0.086 -0.960 -0.41
H 3.635 1.014 -1.389 0.19
H 2.221 -0.039 -1.308 0.21
H 4.052 -1.133 -2.543 0.21
H 3.676 -2.021 -1.065 0.19
H 6.124 -1.798 -1.327 0.21
H 5.970 -0.042 -1.427 0.19
H 6.625 -0.713 0.862 0.21
H 5.216 -1.770 0.972 0.19
H 4.785 0.384 2.112 0.20
H 5.154 1.261 0.626 0.19
H 2.894 -0.743 0.993 0.19
H 2.859 2.296 0.678 0.19
H 1.293 2.314 -0.908 0.24
H -2.157 2.148 -1.877 0.43
H -4.442 1.936 -0.023 0.23
H -4.602 2.376 -1.739 0.20
H -1.359 -3.966 0.649 0.22
H -2.678 -4.653 -0.296 0.23
H -1.417 -3.722 -1.111 0.23
```

Entry x
ORCA calculation (ωB97M-V/def2-TZVPD) on C20H33N5O2 in the gas phase.

As for the LUMO energy: 0.8 eV. Its multiplicity is 1. The value obtained for the orbital gap is 9.18 eV. As for the structure (SMILES): CCN(CCn1cccn1)C(=O)C[C@@H]1C(=O)NCCN1CC1CCCCC1.

The geometry in XYZ format:
```
60
Properties=species:S:1:pos:R:3:nbo_charge:R:1
C -0.537 2.058 -3.580 -0.62
H 0.142 2.714 -4.118 0.21
H -1.149 2.661 -2.915 0.22
H -1.192 1.572 -4.300 0.20
C 0.263 1.018 -2.794 -0.21
N -0.596 0.098 -2.078 -0.45
C -1.068 0.292 -0.824 0.71
O -1.832 -0.513 -0.313 -0.67
C -0.593 1.535 -0.101 -0.53
H -0.765 2.414 -0.725 0.27
H 0.476 1.446 0.098 0.25
C -1.325 1.758 1.230 -0.15
N -0.485 1.351 2.354 -0.46
C -0.537 2.250 3.483 -0.22
C -1.951 2.809 3.694 -0.24
N -2.276 3.574 2.516 -0.61
C -1.839 3.194 1.298 0.68
O -1.936 3.914 0.323 -0.63
H -2.631 4.513 2.603 0.41
H -2.660 1.981 3.821 0.19
H -2.000 3.450 4.575 0.21
H 0.138 3.094 3.291 0.19
H -0.191 1.729 4.375 0.21
C -0.646 -0.054 2.700 -0.23
C 0.658 -0.661 3.235 -0.22
C 0.468 -2.135 3.608 -0.39
C 0.313 -3.033 2.383 -0.40
C 1.510 -2.870 1.451 -0.40
C 1.640 -1.414 1.020 -0.41
C 1.810 -0.512 2.238 -0.40
H 2.745 -0.769 2.743 0.20
H 1.872 0.533 1.929 0.22
H 0.746 -1.123 0.471 0.19
H 2.487 -1.299 0.343 0.23
H 2.420 -3.179 1.972 0.19
H 1.395 -3.510 0.574 0.20
H -0.602 -2.779 1.847 0.20
H 0.228 -4.074 2.707 0.20
H 1.343 -2.465 4.174 0.20
H -0.405 -2.241 4.257 0.20
H 0.934 -0.118 4.148 0.19
H -1.441 -0.196 3.452 0.17
H -0.949 -0.583 1.800 0.24
H -2.249 1.152 1.210 0.24
C -1.044 -1.087 -2.779 -0.22
H -2.060 -1.314 -2.443 0.24
H -1.050 -0.889 -3.853 0.20
C -0.159 -2.307 -2.467 -0.22
N 1.163 -2.169 -3.008 -0.17
C 1.550 -2.389 -4.281 -0.06
C 2.885 -2.064 -4.356 -0.34
C 3.213 -1.648 -3.059 -0.06
N 2.165 -1.715 -2.263 -0.27
H 4.159 -1.312 -2.683 0.21
H 3.527 -2.121 -5.211 0.23
H 0.870 -2.761 -5.022 0.22
H -0.625 -3.206 -2.880 0.21
H -0.067 -2.409 -1.385 0.24
H 0.935 1.512 -2.092 0.21
H 0.882 0.439 -3.483 0.21
```

What should be chosen as the least stable of them? Choose entry x.

Entry w
ORCA calculation (ωB97M-V/def2-TZVPD) on 2 unconnected molecules or ions with the total composition C3H11N2O2.

As for the LUMO energy: -3.1 eV. As for the charge: +1. Its multiplicity is 1. The value obtained for the orbital gap is 10.20 eV.

The geometry in XYZ format:
```
18
Properties=species:S:1:pos:R:3:nbo_charge:R:1
O -2.547 -1.423 0.925 -0.61
C -1.893 -1.873 1.839 0.67
O -0.532 -2.024 1.762 -0.69
H -2.319 -2.183 2.852 0.15
H -0.203 -2.499 2.563 0.51
C 1.247 1.243 -1.177 -0.24
N 2.609 1.172 -0.656 -0.82
C 0.322 0.307 -0.344 -0.23
N -1.127 0.251 -0.914 -0.70
H 1.269 0.942 -2.282 0.21
H 0.804 2.222 -1.097 0.17
H 3.201 1.942 -1.007 0.39
H 2.629 1.352 0.365 0.36
H 0.226 0.685 0.700 0.22
H 0.706 -0.820 -0.332 0.25
H -1.767 -0.266 -0.283 0.47
H -1.475 1.213 -1.092 0.43
H -1.150 -0.239 -1.820 0.44
```

Entry x
ORCA calculation (ωB97M-V/def2-TZVPD) on 2 unconnected molecules or ions with the total composition C3H11N2O2.

As for the LUMO energy: -3.3 eV. As for the charge: +1. Its multiplicity is 1. The value obtained for the orbital gap is 10.93 eV.

The geometry in XYZ format:
```
18
Properties=species:S:1:pos:R:3:nbo_charge:R:1
O 2.309 0.121 0.282 -0.57
C 1.655 -0.463 -0.502 0.66
N 2.136 -1.647 -1.003 -0.82
C 0.169 -0.059 -0.998 -0.33
N -0.207 1.165 -0.104 -0.52
C -0.151 0.834 1.255 -0.50
H 3.041 -2.054 -0.694 0.44
H 1.685 -2.063 -1.779 0.39
H 0.141 0.045 -2.114 0.27
H -0.514 -0.860 -0.717 0.23
H -1.252 1.414 -0.475 0.49
H 0.357 1.922 -0.456 0.45
H 0.090 1.804 1.814 0.26
H 0.542 0.157 1.772 0.29
H -0.950 0.215 1.699 0.26
H -2.520 -0.712 0.639 0.46
H -3.664 0.091 0.930 0.49
O -2.869 0.090 0.451 -0.94
```

What should be chosen as the least stable of them? Choose entry x.

Entry w
ORCA calculation (ωB97M-V/def2-TZVPD) on 2 unconnected molecules or ions with the total composition C3H7O2S.

As for the LUMO energy: 3.6 eV. As for the charge: -1. Its multiplicity is 1. The value obtained for the orbital gap is 7.96 eV.

The geometry in XYZ format:
```
13
Properties=species:S:1:pos:R:3:nbo_charge:R:1
C 0.594 -0.665 1.733 -0.63
C 1.892 -0.657 0.937 -0.53
S 1.630 -0.623 -0.857 -0.24
H -0.200 -1.385 1.477 0.23
H 0.046 0.366 1.667 0.26
H 0.888 -0.692 2.967 0.16
H 2.485 0.250 0.966 0.20
H 2.616 -1.343 1.259 0.19
H 0.383 -0.069 -0.617 0.26
O -2.915 1.420 0.096 -0.75
C -2.158 0.954 -0.844 0.62
O -1.045 0.341 -0.481 -0.83
H -2.581 0.959 -1.883 0.06
```

Entry x
ORCA calculation (ωB97M-V/def2-TZVPD) on 2 unconnected molecules or ions with the total composition C3H7O2S.

As for the LUMO energy: 3.8 eV. As for the charge: -1. Its multiplicity is 1. The value obtained for the orbital gap is 6.75 eV.

The geometry in XYZ format:
```
13
Properties=species:S:1:pos:R:3:nbo_charge:R:1
O -0.959 -1.840 -1.776 -0.56
C -0.140 -1.009 -1.499 0.48
C -0.290 0.312 -0.782 -0.55
C 1.024 0.965 -0.304 -0.54
S 1.135 1.245 1.447 -0.69
H 0.949 -1.254 -1.768 0.07
H -0.882 0.965 -1.422 0.22
H -0.868 0.023 0.099 0.24
H 1.845 0.307 -0.632 0.17
H 1.239 1.913 -0.828 0.18
H -1.165 0.178 2.609 0.49
H -0.613 -1.034 2.102 0.47
O -1.274 -0.772 2.754 -0.97
```

What should be chosen as the least stable of them? Choose entry w.

Entry w
ORCA calculation (ωB97M-V/def2-TZVPD) on C2H4S in the gas phase.

As for the LUMO energy: 1.1 eV. Its multiplicity is 1. The value obtained for the orbital gap is 9.88 eV. As for the structure (SMILES): C1CS1.

The geometry in XYZ format:
```
7
Properties=species:S:1:pos:R:3:nbo_charge:R:1
C 0.218 0.731 0.015 -0.48
C 0.256 -0.745 -0.001 -0.51
S 1.884 -0.001 -0.002 0.09
H 0.007 1.141 -0.893 0.20
H 0.090 1.500 0.862 0.24
H -0.114 -1.220 0.914 0.23
H -0.071 -1.213 -0.949 0.23
```

Entry x
ORCA calculation (ωB97M-V/def2-TZVPD) on C2H4S in the gas phase.

As for the LUMO energy: 1.0 eV. Its multiplicity is 1. The value obtained for the orbital gap is 9.71 eV. As for the structure (SMILES): C1CS1.

The geometry in XYZ format:
```
7
Properties=species:S:1:pos:R:3:nbo_charge:R:1
C -0.780 -0.343 0.177 -0.55
C 0.817 0.288 -0.236 -0.54
S -0.625 1.291 -0.387 0.22
H -1.186 -1.254 -0.208 0.23
H -0.879 -0.276 1.307 0.21
H 1.640 0.664 0.367 0.23
H 1.013 -0.370 -1.020 0.20
```

What should be chosen as the least stable of them? Choose entry x.